1.
74
Properties=species:S:1:pos:R:3:nbo_charge:R:1 method="wB97M-V/def2-TZVPD" multiplicity=2 charge=-1 orbital_gap_ev="4.8 / 5.3" s2=0.777 max_force_ev_per_a=1.1
Cu 0.75040 -0.18744 0.03074 0.8029
Br -5.52696 0.84720 5.64837 -0.0031
C -3.81536 0.69506 4.80557 -0.1194
C -3.67995 1.00874 3.46028 -0.2302
C -2.45109 0.87848 2.86428 -0.2372
C -1.31248 0.42157 3.56723 0.1350
C -1.49169 0.15373 4.94651 -0.2206
C -2.72068 0.28503 5.54941 -0.2460
N -0.17238 0.29140 2.84767 -0.5781
C 0.92983 -0.23839 3.37364 -0.0173
C 2.12932 -0.42061 2.68584 0.0890
C 3.28631 -0.83395 3.40888 -0.1786
C 4.50148 -0.91580 2.80347 -0.2122
C 4.59693 -0.60778 1.42957 -0.3177
C 3.44467 -0.27874 0.76120 0.0690
N 2.23726 -0.19876 1.32625 -0.6254
H -4.53352 1.36125 2.89991 0.2185
H -2.32474 1.13519 1.82281 0.2200
H -0.65481 -0.14550 5.55563 0.1981
H -2.83729 0.07905 6.60480 0.2149
H 0.95575 -0.55711 4.41548 0.1532
H 3.17027 -1.05428 4.46114 0.1969
H 5.38511 -1.20451 3.35573 0.2033
H 5.54392 -0.63393 0.91333 0.2086
H 3.48235 -0.06674 -0.30136 0.2022
Te 0.42077 2.37286 1.06492 0.0780
Te 0.06264 4.84528 2.12436 -0.0729
Te 1.10911 6.10336 -0.01034 -0.1813
Te 1.49631 3.58737 -1.10108 0.0572
C -0.87261 -1.64455 -3.30876 -0.6218
C -1.13251 -2.31954 -1.96767 -0.5109
C 0.01236 -3.29249 -1.69468 -0.6199
P -1.19359 -1.08110 -0.57041 0.7978
C -1.93476 -2.05212 0.86086 -0.5219
C -0.80887 -2.65859 1.70178 -0.6097
C -2.97110 -3.12397 0.54000 -0.6085
C -2.54892 0.14631 -1.02192 -0.5098
C -3.83424 -0.39181 -1.64857 -0.6091
C -1.94975 1.27343 -1.87440 -0.6129
H -0.81475 -2.39891 -4.09324 0.2030
H 0.08187 -1.12654 -3.28171 0.2495
H -1.64559 -0.93235 -3.58115 0.1988
H -2.08674 -2.85769 -1.99927 0.2081
H 0.96059 -2.75582 -1.71502 0.2420
H 0.04495 -4.05813 -2.46960 0.2033
H -0.08485 -3.78251 -0.73033 0.2015
H -2.40574 -1.26822 1.46928 0.2437
H -0.46914 -3.60776 1.29152 0.1913
H -1.14744 -2.84092 2.72160 0.2092
H 0.04277 -1.98037 1.74563 0.2334
H -2.52287 -3.94585 -0.01350 0.1992
H -3.80655 -2.73398 -0.03213 0.2031
H -3.36581 -3.52651 1.47187 0.2101
H -2.80730 0.57507 -0.04310 0.2275
H -3.63281 -0.97660 -2.54338 0.2025
H -4.47038 0.44733 -1.93102 0.2103
H -4.39186 -1.00631 -0.94568 0.2026
H -2.02252 1.05577 -2.93857 0.1972
H -0.89045 1.41454 -1.64985 0.2405
H -2.46485 2.21678 -1.69367 0.2142
Br 0.48456 1.47265 -4.85105 0.0541
C 2.15488 2.20114 -4.31848 -0.0767
C 2.64628 3.31067 -4.98111 -0.2480
C 3.86825 3.82910 -4.59178 -0.2037
C 4.58695 3.23434 -3.56912 -0.2193
C 4.06906 2.14012 -2.89900 -0.1943
C 2.83929 1.61819 -3.26887 -0.0826
C 2.18486 0.53405 -2.44994 0.7672
O 2.31443 -0.64561 -2.72737 -0.6706
O 1.50508 1.01260 -1.48715 -0.8598
H 2.07504 3.77034 -5.77215 0.2227
H 4.25418 4.70937 -5.08341 0.2084
H 5.54746 3.63848 -3.28308 0.2109
H 4.62168 1.68596 -2.08660 0.2208

***

2.
86
Properties=species:S:1:pos:R:3:mulliken_charge:R:1 method="wB97M-V/def2-TZVPD" multiplicity=4 charge=-1 orbital_gap_ev="4.8 / 6.4" s2=3.785 max_force_ev_per_a=0.9 relative_energy_ev=0.830
Ti 0.24806 -0.17153 -0.15582 1.2575
O 1.96592 0.71827 0.46994 -0.3232
N 2.19540 2.01023 0.55193 0.3357
C 3.36129 2.46754 0.05437 -0.4621
C 3.66466 3.80429 0.09353 -0.5610
C 2.73875 4.68768 0.64847 -0.6326
C 1.56047 4.19356 1.17313 -0.3802
C 1.28051 2.82619 1.15326 0.2215
S -0.07199 2.10231 1.94670 -0.3280
H 3.98786 1.69726 -0.37085 0.4695
H 4.60175 4.13412 -0.33251 0.5511
H 2.94276 5.74939 0.67767 0.3740
H 0.82359 4.83925 1.62927 0.4796
N -0.49237 -4.21762 -1.04832 -0.8391
N -0.99681 -3.56815 0.15886 -0.1835
H -0.83784 -3.63603 -1.80877 0.3357
H 0.50405 -4.01691 -1.05295 0.4015
H -0.22777 -3.55448 0.82114 0.1154
H -1.69649 -4.19617 0.54068 0.2101
Cl -2.57611 4.67402 1.11142 -0.4475
Ge -2.34252 2.47096 0.78047 0.7997
Cl -3.19493 1.55603 2.62063 -0.3787
Cl -3.99688 2.11534 -0.71844 -0.4064
O -1.37893 -0.73696 -2.24179 -0.8974
C -2.14288 -0.80624 -1.26612 0.8078
O -1.81168 -0.38114 -0.10047 -0.4234
C -3.49157 -1.43736 -1.38207 0.2071
C -3.88391 -1.96396 -2.60364 -0.2583
C -5.13051 -2.56701 -2.77353 -1.0966
C -5.94581 -2.60406 -1.67072 0.9109
O -7.19969 -3.15231 -1.55535 -0.5114
C -7.66611 -2.74876 -0.27232 -0.2101
O -6.55250 -2.29642 0.47795 -0.5022
C -5.55382 -2.08053 -0.44739 1.0582
C -4.33378 -1.49067 -0.26298 -1.1595
H -3.19253 -1.89738 -3.43231 0.4750
H -5.44108 -2.98667 -3.71990 0.4236
H -8.11826 -3.60369 0.23016 0.2256
H -8.38623 -1.92961 -0.39221 0.2447
H -4.01642 -1.07270 0.68162 0.4241
C -1.25821 3.45356 -2.78087 -1.2479
P 0.17399 2.38582 -2.57969 1.1770
C 0.23416 1.30763 -4.01807 -1.0448
C 1.62606 3.44645 -2.66102 -0.7716
O 0.10875 1.64927 -1.26627 -0.4958
H -1.18063 4.02887 -3.70388 0.4569
H -1.31685 4.13738 -1.93160 0.2782
H -2.16352 2.84817 -2.79406 0.2978
H -0.03447 1.86188 -4.91810 0.5140
H -0.46686 0.48922 -3.85323 0.1392
H 1.24104 0.90857 -4.13580 0.2377
H 1.64853 4.00251 -3.59874 0.5163
H 2.52339 2.82970 -2.59705 -0.0151
H 1.61325 4.14334 -1.82256 0.1823
O 2.49409 -2.87926 0.18987 -0.7666
C 2.36543 -2.00669 -0.65524 0.0812
O 1.14864 -1.60156 -1.05088 -0.6902
C 3.46236 -1.26320 -1.28804 -0.2537
C 4.73821 -1.21161 -0.69686 -0.7219
C 5.67416 -0.29135 -1.10245 -0.3904
C 5.36367 0.62051 -2.14067 -0.6282
C 4.13525 0.48697 -2.82924 -0.2420
C 3.20849 -0.42021 -2.38676 0.4141
N 6.19658 1.68711 -2.42349 0.9454
O 5.81290 2.54736 -3.27533 -0.7641
O 7.28662 1.80199 -1.79653 -0.7786
H 4.94830 -1.87385 0.13374 0.4200
H 6.63636 -0.20589 -0.61970 0.4402
H 3.95387 1.13037 -3.67823 0.3552
H 2.25197 -0.50978 -2.88546 0.5694
N 0.20253 -1.08998 1.81090 0.1150
C 0.20570 -1.08270 2.96341 0.2001
N 0.16287 -1.02987 4.26539 0.0263
C -1.09788 -0.74502 4.95624 -0.1940
C -1.47813 -1.95744 5.78849 -0.6185
O -0.41362 -2.32693 6.65124 -0.3793
C 0.74270 -2.69552 5.92221 -0.5359
C 1.25586 -1.52342 5.09940 -0.5951
H -1.85839 -0.49414 4.21786 0.1413
H -0.94566 0.12410 5.60092 0.2432
H -1.73197 -2.79609 5.12698 0.3223
H -2.33581 -1.73630 6.42163 0.3521
H 0.51456 -3.53889 5.25702 0.3045
H 1.48770 -3.01274 6.65045 0.3602
H 2.08884 -1.81321 4.46111 0.4134
H 1.57951 -0.71516 5.76024 0.3028

***

3.
74
Properties=species:S:1:pos:R:3:mulliken_charge:R:1 method="wB97M-V/def2-TZVPD" multiplicity=2 charge=-1 orbital_gap_ev="7.4 / 8.0" s2=0.753 max_force_ev_per_a=2.5 relative_energy_ev=0.000
Ti -0.54571 -0.64971 0.04260 0.0719
O 2.58797 1.28177 1.87067 -0.8074
C 1.50570 0.88432 1.48788 0.7354
O 1.22116 0.02727 0.58751 -0.5931
C 0.25453 1.41261 2.04433 0.3046
C 0.29102 2.31653 3.07257 -0.9002
C -0.86129 2.93145 3.53427 -0.3567
C -2.03878 2.50055 2.99586 -1.2435
C -1.99884 1.43643 2.06271 -0.2559
N -0.87753 0.97804 1.57062 1.0171
H 1.30124 2.60388 3.45651 0.4154
H -0.76499 3.62321 4.35526 0.4342
H -2.97152 2.85653 3.35038 0.4742
H -2.92478 0.91765 1.76582 0.4410
C 4.96705 -0.47352 -4.09313 -1.2114
P 3.85841 -0.39339 -2.63034 0.1575
C 2.21836 -0.42375 -3.42431 -0.7523
C 3.90047 1.40973 -2.34062 0.3083
C 3.71189 1.90711 -1.07769 -0.4793
C 3.64432 3.26652 -0.83407 -0.4145
C 3.75805 4.18115 -1.86164 -0.5405
C 3.80128 3.71531 -3.15119 -0.4751
C 4.02205 2.37035 -3.38785 -0.1540
H 5.89597 -0.00562 -3.83200 0.3813
H 4.50216 -0.01017 -4.97925 0.2664
H 5.06394 -1.51906 -4.40974 0.4077
H 2.17931 0.37224 -4.16845 0.2989
H 1.46497 -0.27931 -2.63428 -0.0686
H 1.95342 -1.33177 -3.96636 0.5048
H 3.60420 1.25551 -0.24368 0.4939
H 3.51013 3.56075 0.22325 0.3676
H 3.73238 5.24764 -1.65146 0.3524
H 3.72536 4.39678 -4.00977 0.3668
H 3.95185 2.10684 -4.45848 0.1425
C -0.69885 2.30150 -3.79080 -0.8686
N -1.78911 1.88810 -2.93110 0.1666
C -3.13808 1.89292 -3.24926 -0.1244
C -4.01085 1.21235 -2.52484 -0.9552
C -3.62715 0.51009 -1.29344 0.2735
O -4.45932 -0.02435 -0.56517 -0.6670
N -2.26440 0.57222 -0.93890 0.4898
C -1.39407 1.10201 -1.79555 0.0940
O -0.15700 0.93035 -1.63219 -0.2377
H -0.00537 2.77303 -3.12693 0.2585
H -1.09225 2.97669 -4.60232 0.2961
H -0.21643 1.45688 -4.18634 0.2837
H -3.37078 2.42984 -4.11880 0.4232
H -5.07128 1.06848 -2.80708 0.3164
Cl -1.01673 -2.01533 -1.82358 -0.5975
C 1.34646 -3.66765 0.78207 -0.9571
Si 0.12181 -3.21489 2.09477 0.3258
C -0.91318 -4.77627 2.41939 -1.1792
C 0.99494 -2.54586 3.64713 -0.9815
N -0.97979 -1.95676 1.51104 0.6961
C -2.29737 -1.96710 2.12956 -0.4392
C -3.46358 -2.50198 1.58911 -0.1242
C -4.62032 -2.50044 2.38287 -0.6399
C -4.69579 -1.91492 3.64731 -0.5045
C -3.56197 -1.33275 4.16499 -0.8788
C -2.38180 -1.41036 3.41422 0.4244
H 2.04689 -4.37182 1.24004 0.3701
H 1.86688 -2.85362 0.26526 0.2082
H 0.79905 -4.25794 0.00678 0.2039
H -0.36417 -5.53970 3.00607 0.3567
H -1.07908 -5.18741 1.43187 0.2900
H -1.89318 -4.56896 2.88237 0.2906
H 1.83910 -3.20365 3.87806 0.4118
H 0.27486 -2.58814 4.48305 0.2639
H 1.36792 -1.54321 3.41579 0.1731
H -3.51259 -2.97296 0.62203 0.4672
H -5.55736 -2.89194 1.98545 0.3337
H -5.63147 -1.88155 4.15964 0.3911
H -3.60473 -0.77626 5.08792 0.4001
H -1.43355 -1.12246 3.87356 0.2570